No. 1
Computed, not measured: a 2-piece molecular cluster, H3NO3Si overall, with ωB97M-V/def2-TZVPD.

orbital gap	0.3581	Ha
energy above the lowest of the compared OMol25 structures with the same formula, charge and spin	219.0	kJ/mol
LUMO energy	-0.71	eV
E_HOMO	-0.3843	Eh
energy	-15554.8605	eV
SMILES	O=[SiH2].O=NO

```
! RIJCOSX wB97M-V def2-TZVPD def2/J DEFGRID3
* xyz 0 1
N 1.5441 0.0848 -0.5059
O 1.9451 1.0902 -0.0482
O 1.5048 -1.0316 0.3406
O -1.0942 -0.9149 -0.3898
Si -1.3488 0.4470 0.1067
H 1.1392 -1.8091 -0.1359
H -2.0254 1.3697 -0.8481
H -1.6648 0.7639 1.4806
*
```

No. 2
Computed, not measured: C28H31ClN7O7S2Y as an isolated structure, with ωB97M-V/def2-TZVPD.

orbital gap	0.3220	Ha
energy above the lowest of the compared OMol25 structures with the same formula, charge and spin	83.5	kJ/mol
LUMO energy	0.30	eV
E_HOMO	-0.3110	Eh
energy	-89538.9146	eV

```
! RIJCOSX wB97M-V def2-TZVPD def2/J DEFGRID3
* xyz 0 1
Y 0.0215 -0.3218 -0.3773
O 0.4888 1.2489 3.4466
Cl 0.2139 1.0751 2.0859
O -0.4783 2.1807 1.5424
O -0.5542 -0.1240 1.8615
O 1.4453 0.9128 1.3439
C 0.9426 -5.4835 -2.0132
C -0.5101 -5.6705 -1.5837
N -1.2780 -4.4435 -1.6770
C -2.2315 -4.3107 -2.7535
C -1.5629 -4.3138 -4.1256
C -1.0360 -3.4802 -0.7860
S -1.9467 -2.0202 -0.7940
N -0.1931 -3.7860 0.1947
C 0.6848 -3.0267 0.7917
O 1.0886 -1.8909 0.3710
C 1.3702 -3.6239 1.9586
C 2.0253 -2.7876 2.8568
C 2.6937 -3.3271 3.9403
C 2.7217 -4.7003 4.1290
C 2.0767 -5.5362 3.2303
C 1.3993 -5.0025 2.1494
H 1.4609 -6.4376 -1.9842
H 1.4430 -4.7968 -1.3375
H 0.9985 -5.0723 -3.0159
H -0.5338 -5.9926 -0.5395
H -1.0023 -6.4230 -2.2008
H -2.7648 -3.3706 -2.6053
H -2.9487 -5.1366 -2.6870
H -0.7965 -3.5431 -4.1678
H -2.3096 -4.1005 -4.8857
H -1.1193 -5.2822 -4.3457
H 1.9856 -1.7201 2.6907
H 3.2028 -2.6718 4.6305
H 3.2417 -5.1208 4.9780
H 2.1133 -6.6088 3.3616
H 0.8944 -5.6375 1.4387
N 2.5463 0.0917 -1.1510
N 2.6107 0.5024 -2.5130
C 1.7241 -0.0345 -3.3780
N 1.7201 0.4591 -4.6300
S 0.7644 -1.3526 -2.9908
H 2.7518 0.8906 -0.5477
H 3.2494 -0.6285 -0.9729
H 2.7413 1.5264 -2.6029
H 2.1243 1.3634 -4.8155
H 1.0218 0.1047 -5.2625
O -1.8462 1.0620 -0.6994
C -1.1156 1.9645 -1.1261
N -1.4727 3.2188 -1.4393
C -0.3130 3.9734 -1.8715
C 0.7711 2.8823 -1.7856
O 1.9407 3.0508 -2.1123
N 0.2036 1.7275 -1.4059
C -0.0608 5.1507 -0.9589
C -0.5826 6.3979 -1.2812
C -0.4098 7.4699 -0.4230
C 0.2841 7.3049 0.7625
C 0.7989 6.0616 1.0894
C 0.6245 4.9834 0.2370
C -0.3619 4.3244 -3.3425
C 0.6664 5.0941 -3.8763
C 0.6976 5.3588 -5.2328
C -0.2905 4.8574 -6.0641
C -1.3014 4.0717 -5.5374
C -1.3391 3.8041 -4.1796
H -2.3181 3.6395 -1.0922
H -1.1255 6.5291 -2.2059
H -0.8282 8.4312 -0.6819
H 0.4090 8.1397 1.4370
H 1.3324 5.9256 2.0167
H 1.0071 4.0124 0.5140
H 1.4357 5.4721 -3.2219
H 1.4961 5.9588 -5.6425
H -0.2724 5.0730 -7.1222
H -2.0641 3.6625 -6.1836
H -2.1269 3.1884 -3.7701
*
```

No. 3
Computed, not measured: one molecule with the formula C8H16N2S2, with ωB97M-V/def2-TZVPD.

orbital gap	0.2758	Ha
energy above the lowest of the compared OMol25 structures with the same formula, charge and spin	9.3	kJ/mol
LUMO energy	-0.86	eV
E_HOMO	-0.3073	Eh
energy	-33206.3705	eV
SMILES	CC(C)NC(=S)C(=S)NC(C)C

```
! RIJCOSX wB97M-V def2-TZVPD def2/J DEFGRID3
* xyz 0 1
S -1.1572 0.8301 1.2966
S 1.7637 -0.7618 -1.2908
C 0.0383 0.7018 0.1377
C 0.4597 -0.6396 -0.2864
N 0.5278 1.8554 -0.5183
N -0.1200 -1.7578 0.3014
C -1.0471 3.7037 -0.7096
C 0.7108 3.7088 1.1437
C -0.1311 -3.9657 1.2136
C -0.3485 -3.6125 -1.3058
C 0.3355 3.2895 -0.2831
C 0.2653 -3.1416 -0.0028
H 1.2226 1.6033 -1.2491
H -0.9467 -1.6131 0.8909
H -1.2435 3.4747 -1.7700
H -1.1498 4.7716 -0.5570
H -1.8025 3.1856 -0.1162
H 1.6704 3.2427 1.4521
H 0.7619 4.7717 1.3154
H -0.0849 3.3576 1.8360
H 0.1920 -4.9823 1.0968
H 0.3327 -3.5438 2.1473
H -1.2044 -3.8969 1.3592
H 0.1778 -4.5198 -1.6807
H -1.3919 -3.8816 -1.2263
H -0.2244 -2.8608 -2.1068
H 1.0422 3.8533 -0.9441
H 1.3510 -3.1724 -0.1441
*
```

No. 4
Computed, not measured: a 2-piece molecular cluster, C3H8N2O overall, with ωB97M-V/def2-TZVPD.

orbital gap (alpha / beta)	0.1022 / 0.3126	Ha
energy above the lowest of the compared OMol25 structures with the same formula, charge and spin	333.7	kJ/mol
LUMO energy (alpha / beta)	3.95 / 3.81	eV
<S²>	0.7527
E_HOMO (alpha / beta)	0.0430 / -0.1725	Eh
energy	-8264.2200	eV

```
! RIJCOSX wB97M-V def2-TZVPD def2/J DEFGRID3
* xyz -1 2
C 2.0877 -1.0652 0.5851
C 2.2211 0.3833 0.7742
O 1.6994 1.2950 0.0603
H 2.2516 -1.4473 -0.4346
H 2.3257 -1.6059 1.3748
H 2.8608 0.7685 1.5460
H 0.7769 1.1359 -0.1636
N -2.5459 -0.2897 0.3753
C -2.2111 0.1537 -0.9107
N -1.0185 0.8206 -0.9824
H -2.8455 -1.2167 0.4049
H -1.8508 0.0270 1.1507
H -2.8518 -0.2073 -1.7983
H -0.8995 1.2481 -1.9818
*
```

No. 5
Computed, not measured: C32H34N4O6PdSi2 as an isolated structure, with ωB97M-V/def2-TZVPD.

orbital gap	0.1238	Ha
energy above the lowest of the compared OMol25 structures with the same formula, charge and spin	189.4	kJ/mol
LUMO energy	3.69	eV
E_HOMO	0.0120	Eh
energy	-71218.6610	eV

```
! RIJCOSX wB97M-V def2-TZVPD def2/J DEFGRID3
* xyz -2 1
Pd -0.1725 -0.4535 -0.0361
C 3.2377 3.7812 -0.2908
C 1.7269 3.8000 -0.2591
C 1.0347 4.9178 -0.7085
C -0.3583 4.8487 -0.6795
C -0.9805 3.7231 -0.2044
C -0.2156 2.6174 0.2838
N 1.1436 2.7037 0.2110
N -0.7701 1.5027 0.7906
Si -2.2594 1.5368 1.6493
C -3.8261 1.4814 0.5979
C -2.3363 0.1519 2.9166
C -2.3834 3.1346 2.6772
H 3.6541 4.6556 0.2153
H 3.6098 3.7908 -1.3195
H 3.6081 2.8826 0.2004
H 1.5612 5.7890 -1.0786
H -0.9553 5.6784 -1.0466
H -2.0593 3.6478 -0.2194
H -3.7857 0.6021 -0.0469
H -3.9464 2.3744 -0.0220
H -4.7082 1.3979 1.2421
H -3.2123 -0.4814 2.7607
H -2.3844 0.5631 3.9300
H -1.4634 -0.4976 2.8381
H -2.5067 4.0406 2.0819
H -1.4844 3.2553 3.2891
H -3.2407 3.0526 3.3541
O -1.3437 -3.2599 -2.0039
C -0.3240 -3.3774 -1.3405
N 0.5203 -2.3276 -0.9267
C 1.5518 -2.8665 -0.2887
O 2.5809 -2.1581 0.1749
C 1.4804 -4.2936 -0.1998
C 2.2916 -5.2789 0.3649
C 1.8697 -6.5939 0.2785
C 0.6636 -6.9362 -0.3606
C -0.1361 -5.9535 -0.9324
C 0.2804 -4.6384 -0.8503
H 3.2158 -5.0190 0.8673
H 2.4751 -7.3783 0.7197
H 0.3569 -7.9750 -0.3987
H -1.0713 -6.1972 -1.4232
O -1.2539 -2.6129 1.5159
C -2.2316 -2.3513 0.7935
O -2.4401 -1.3054 0.1273
C -3.3026 -3.4370 0.6743
C -3.1086 -4.6718 1.2872
C -4.0567 -5.6737 1.1760
C -5.2090 -5.4158 0.4432
C -5.4244 -4.1955 -0.1868
C -4.4585 -3.2124 -0.0685
N -6.2204 -6.4583 0.3278
O -6.0148 -7.5374 0.8731
O -7.2311 -6.2249 -0.3265
H -2.1888 -4.8189 1.8381
H -3.9208 -6.6404 1.6374
H -6.3275 -4.0415 -0.7581
H -4.5624 -2.2530 -0.5571
C 2.0600 0.3129 -1.3957
Si 2.6512 -0.4565 0.2058
C 2.2059 0.0863 1.9316
C 4.5553 -0.2837 0.1510
C 5.2307 0.5522 -0.7389
C 6.6169 0.6681 -0.7284
C 7.3683 -0.0627 0.1787
C 6.7224 -0.9096 1.0713
C 5.3391 -1.0113 1.0538
H 2.4870 1.3077 -1.5267
H 0.9652 0.4285 -1.5033
H 2.3791 -0.3502 -2.2065
H 2.2031 1.1750 1.9845
H 2.9456 -0.3259 2.6260
H 1.2114 -0.2608 2.2161
H 4.6658 1.1299 -1.4612
H 7.1087 1.3303 -1.4322
H 8.4489 0.0235 0.1905
H 7.2994 -1.4916 1.7811
H 4.8528 -1.6838 1.7529
*
```